Model A:
Density functional theory data (wB97M-V/def2-TZVPD) for 16 unconnected molecules or ions with the total composition C64H176N16O16.

The geometry in XYZ format:
```
272
Properties=species:S:1:pos:R:3:lowdin_charge:R:1
C -3.6961 0.2203 -0.3803 -0.0401
C -3.7419 1.6262 0.1792 -0.3888
C -5.2461 1.9629 0.4346 -0.1837
O -5.9312 2.0187 -0.8218 -0.2497
C -7.3171 2.3742 -0.6526 -0.0895
N -2.9510 1.7762 1.4328 0.0730
H -2.7266 -0.0972 -0.7963 0.0556
H -4.3898 0.1100 -1.2295 0.0717
H -4.0832 -0.4992 0.3423 0.0908
H -3.3864 2.4284 -0.4590 0.0959
H -5.4182 2.9498 0.9471 0.1348
H -5.6948 1.1477 0.9340 0.1035
H -7.8948 2.1687 -1.6177 0.1074
H -7.3858 3.4819 -0.5416 0.0893
H -7.7225 1.8389 0.1880 0.0737
H -3.2437 2.7137 1.8297 0.0706
H -3.2437 1.0680 2.1285 0.0602
C 5.1319 7.3181 1.0468 -0.0431
C 5.9543 6.5706 -0.1133 -0.4321
C 6.0618 5.0933 -0.0760 -0.2148
O 7.0072 4.6873 0.9367 -0.2075
C 7.0781 3.3148 1.2382 -0.1303
N 5.4477 7.0317 -1.4288 0.0332
H 5.5019 8.4177 0.9972 0.0979
H 5.3294 6.9452 2.0714 0.0750
H 4.0574 7.2667 0.8878 0.0256
H 6.9931 6.9989 -0.0330 0.1449
H 6.4338 4.8540 -1.0948 0.1299
H 5.0101 4.6864 0.1044 0.1234
H 6.1306 2.9211 1.7250 0.0849
H 7.9972 3.3462 1.9253 0.1128
H 7.2054 2.6445 0.3462 0.0871
H 5.8990 7.9593 -1.5730 0.0879
H 4.4662 7.1629 -1.3333 0.0291
C 1.1035 -5.5653 1.5971 -0.0949
C 2.3738 -4.9617 1.0447 -0.3939
C 2.8819 -6.0029 -0.0746 -0.1665
O 4.1317 -5.5733 -0.6226 -0.2076
C 4.5360 -6.3252 -1.7679 -0.0987
N 2.1672 -3.5583 0.6814 0.0818
H 1.1435 -6.5103 2.0887 0.0641
H 0.3301 -5.6352 0.7925 0.0669
H 0.6328 -4.8419 2.3434 0.0978
H 3.1088 -5.0650 1.8247 0.1107
H 2.1844 -6.0793 -0.9836 0.1100
H 2.9474 -7.0089 0.3536 0.1192
H 3.6942 -6.7032 -2.2993 0.0518
H 5.2265 -7.1781 -1.5244 0.0962
H 5.1411 -5.6769 -2.4406 0.0858
H 2.9923 -3.0967 0.3609 0.0182
H 1.4804 -3.3144 -0.0613 0.0465
C 4.9532 -3.2296 3.4298 -0.0733
C 3.7123 -2.7442 4.1233 -0.4323
C 4.0953 -2.3154 5.4612 -0.2193
O 3.0325 -1.7971 6.3197 -0.1686
C 3.6120 -1.2359 7.4443 -0.1541
N 2.9812 -1.5910 3.4000 0.0862
H 4.7299 -3.3295 2.3162 0.0782
H 5.2876 -4.2117 3.7796 0.0860
H 5.7355 -2.4408 3.4975 0.0872
H 3.0277 -3.6029 4.0396 0.1355
H 4.8607 -1.5512 5.3094 0.0954
H 4.6682 -3.1615 5.9140 0.1434
H 4.4872 -0.5552 7.3153 0.0848
H 3.9024 -2.0355 8.1043 0.0782
H 2.7994 -0.5994 7.8610 0.0995
H 2.0945 -1.4874 3.8532 0.0166
H 2.6383 -1.9272 2.5206 0.0101
C -1.3379 -3.2102 -0.4602 -0.0433
C -0.7342 -1.9125 -0.9697 -0.4288
C -0.5410 -1.0936 0.2908 -0.2236
O 0.0567 0.1402 -0.1060 -0.2152
C 0.6734 0.8829 0.9750 -0.0672
N 0.5650 -2.0892 -1.6312 0.0798
H -2.3297 -3.0350 -0.2246 0.0459
H -0.7180 -3.6518 0.3509 0.0731
H -1.3791 -4.0294 -1.1812 0.0694
H -1.4616 -1.2859 -1.5756 0.1107
H 0.1863 -1.6275 0.9016 0.1108
H -1.5351 -1.0216 0.7869 0.1164
H -0.1535 1.2208 1.6618 0.0769
H 1.2015 1.7465 0.5045 0.0766
H 1.3334 0.2178 1.5273 0.0639
H 0.8790 -1.2019 -1.9667 0.0341
H 0.4529 -2.7150 -2.4322 0.0458
C -1.2929 5.9092 4.0613 -0.0749
C -1.9899 4.9265 3.1638 -0.4320
C -2.5718 5.6849 1.9858 -0.1979
O -3.2432 4.7985 1.1112 -0.2311
C -3.6326 5.4197 -0.0949 -0.1058
N -0.9711 3.9705 2.7591 0.0758
H -1.9280 6.7763 4.2116 0.0686
H -0.3350 6.4097 3.6694 0.1053
H -1.1429 5.5166 5.0659 0.0746
H -2.8353 4.4454 3.6726 0.1455
H -1.8632 6.2925 1.3959 0.1274
H -3.3747 6.3793 2.2831 0.1310
H -4.1918 6.3525 0.1478 0.1010
H -4.3404 4.8227 -0.6249 0.0703
H -2.8203 5.6422 -0.8615 0.0981
H -0.1921 4.4600 2.2831 0.0677
H -1.3814 3.4494 1.9852 0.0223
C -5.0533 -2.5792 -4.9379 -0.0339
C -3.6833 -1.8448 -4.7846 -0.4299
C -3.7413 -0.3348 -4.8668 -0.2331
O -4.4994 0.1202 -3.7929 -0.2131
C -4.9491 1.4625 -3.9074 -0.0792
N -2.9821 -2.2412 -3.5729 0.0565
H -5.6135 -2.2045 -5.7948 0.0819
H -5.5948 -2.4607 -4.0132 0.0774
H -4.8071 -3.5561 -5.2573 0.0421
H -3.1286 -2.1884 -5.6501 0.1260
H -4.3375 0.0434 -5.8311 0.1591
H -2.6853 0.0952 -4.8547 0.1334
H -5.2893 1.6548 -2.8873 0.0735
H -5.7299 1.5504 -4.5959 0.0704
H -4.1705 2.1851 -4.1204 0.0689
H -2.0263 -1.8376 -3.4737 0.0751
H -3.5547 -1.8942 -2.8133 0.0612
C 3.1283 2.9319 -1.9121 -0.0474
C 2.6048 1.9185 -2.9240 -0.3883
C 3.4168 1.9536 -4.2177 -0.1787
O 3.2175 3.2285 -4.8858 -0.1914
C 2.0295 3.2725 -5.6488 -0.1214
N 2.6663 0.5240 -2.3970 0.0881
H 2.6796 2.8224 -0.9322 0.0563
H 2.9453 3.9582 -2.1750 0.0577
H 4.2327 2.8575 -1.9404 0.0889
H 1.5291 2.0368 -3.1553 0.1183
H 3.1565 1.0862 -4.8411 0.1154
H 4.5405 2.0212 -3.9920 0.1481
H 2.2114 3.9951 -6.4614 0.0899
H 1.1444 3.6521 -5.1549 0.0336
H 1.7879 2.2379 -6.1119 0.1188
H 3.5646 0.2781 -2.0008 0.0480
H 1.9058 0.2371 -1.8799 0.0044
C -0.1401 9.5519 -0.4527 -0.0608
C 0.4209 8.6150 0.6333 -0.4207
C 1.1160 7.3232 0.0225 -0.2255
O 1.4700 6.4872 1.0372 -0.2203
C 1.9310 5.1838 0.6914 -0.0712
N 1.3199 9.4253 1.4104 0.0332
H -0.8204 10.2834 -0.0306 0.0751
H -0.8362 8.9666 -1.0591 0.0665
H 0.5977 9.9723 -1.1240 0.0750
H -0.3750 8.2848 1.2460 0.1075
H 2.0546 7.6224 -0.5568 0.1361
H 0.3369 6.8889 -0.6185 0.1123
H 1.9269 4.5738 1.5975 0.0815
H 2.9851 5.2957 0.2759 0.0810
H 1.2715 4.8231 -0.0822 0.0492
H 1.8106 8.8761 2.0801 0.0531
H 2.0207 9.8380 0.7578 0.0912
C 2.0387 -5.1974 -4.4332 -0.0648
C 0.5178 -5.4059 -4.3376 -0.4001
C 0.1926 -6.1359 -3.0704 -0.1823
O 0.8640 -7.4439 -3.1546 -0.2204
C 0.5817 -8.4016 -2.1764 -0.1203
N -0.0613 -3.9966 -4.2385 0.0486
H 2.4718 -6.2374 -4.5521 0.0984
H 2.3785 -4.6111 -3.6030 0.0371
H 2.2641 -4.5741 -5.3407 0.0892
H 0.2174 -5.9575 -5.2265 0.1328
H -0.8760 -6.2350 -2.9133 0.0960
H 0.5669 -5.5055 -2.3215 0.0793
H 0.7832 -8.0187 -1.1105 0.0974
H 1.1984 -9.2619 -2.4384 0.0857
H -0.4862 -8.6358 -2.3414 0.0886
H -1.0461 -3.9208 -4.4072 0.0328
H 0.4118 -3.4943 -5.0092 0.0814
C -2.1804 -1.7342 4.2509 -0.0648
C -1.5119 -0.4276 4.0448 -0.4779
C -2.1992 0.7218 4.8652 -0.1597
O -3.4648 0.9172 4.2244 -0.2428
C -4.5102 1.1822 5.1282 -0.1045
N -0.1398 -0.5415 4.3483 0.0596
H -3.2599 -1.6302 3.9899 0.0875
H -2.0735 -2.0943 5.3255 0.1005
H -1.6781 -2.5668 3.7058 0.0822
H -1.6701 -0.1110 3.0257 0.0951
H -1.6352 1.6748 4.8403 0.1053
H -2.2420 0.4824 5.9266 0.1193
H -5.3799 1.0835 4.4596 0.0954
H -4.4199 2.2276 5.4634 0.0907
H -4.6221 0.5512 5.9664 0.0702
H 0.0967 -0.9074 5.2415 0.0693
H 0.4057 0.3128 4.2725 0.0470
C -5.2814 -6.1655 -1.8332 -0.0680
C -4.7635 -6.5015 -3.1973 -0.4541
C -5.7941 -6.1307 -4.2594 -0.2213
O -5.3415 -6.3763 -5.5860 -0.1701
C -6.4346 -6.3338 -6.4730 -0.1211
N -3.3846 -6.1206 -3.4422 0.0639
H -5.0491 -5.1219 -1.6168 0.0833
H -4.7634 -6.8134 -1.1090 0.0848
H -6.3263 -6.3292 -1.8057 0.0614
H -4.7430 -7.5924 -3.3121 0.1384
H -6.0651 -5.1025 -4.2382 0.0907
H -6.6941 -6.7525 -3.9011 0.1479
H -6.8644 -5.3612 -6.4958 0.0728
H -7.1580 -7.0926 -6.3110 0.0751
H -6.1574 -6.4611 -7.5310 0.0944
H -3.2106 -5.1497 -3.3023 0.0376
H -3.0201 -6.3784 -4.3587 0.0844
C 2.5887 4.4221 5.0701 -0.0650
C 2.4401 2.9892 4.6524 -0.3826
C 3.4615 2.0405 5.2631 -0.2537
O 4.7092 2.3087 4.7818 -0.1849
C 5.7774 1.4640 5.1350 -0.0941
N 1.1067 2.4155 5.1242 0.0323
H 2.3640 4.5394 6.1245 0.0749
H 1.9622 5.1225 4.4785 0.0700
H 3.6345 4.7612 4.9222 0.0838
H 2.3707 2.8606 3.5730 0.1293
H 3.1063 1.0786 4.9198 0.1041
H 3.5025 1.9976 6.3985 0.1488
H 5.6006 0.4095 4.7856 0.0827
H 5.9083 1.4527 6.2070 0.0741
H 6.7222 1.7950 4.6572 0.0924
H 0.2878 2.8887 4.6931 0.0424
H 0.9526 2.5210 6.1030 0.0545
C -1.9160 2.9014 -2.9699 -0.0521
C -0.6698 3.2568 -2.2205 -0.4048
C 0.0083 4.5022 -2.8159 -0.1434
O -0.9608 5.5982 -2.8066 -0.2398
C -0.9745 6.3281 -4.0448 -0.0861
N -0.9263 3.3806 -0.7846 0.0896
H -2.5565 2.1624 -2.5313 0.0497
H -1.6309 2.5232 -3.9920 0.0979
H -2.5015 3.8512 -3.1147 0.1011
H -0.0151 2.4294 -2.1889 0.0950
H 0.2947 4.3485 -3.8656 0.0812
H 0.8306 4.8336 -2.2764 0.0769
H -1.8534 6.9925 -4.1093 0.0940
H -0.9774 5.5985 -4.8658 0.0824
H -0.0317 6.8763 -4.1049 0.0871
H -1.2416 2.4915 -0.3857 0.0494
H -1.7020 4.0338 -0.5852 0.0459
C -6.5596 -6.3450 3.3757 -0.0440
C -5.8864 -5.2446 2.4700 -0.3892
C -4.5000 -5.6566 1.9644 -0.2247
O -3.6359 -5.9111 3.0551 -0.1928
C -2.5052 -6.6203 2.6933 -0.1276
N -6.7211 -4.9990 1.2554 0.0120
H -7.5400 -6.0726 3.7399 0.0635
H -6.0533 -6.6965 4.2226 0.0472
H -6.7847 -7.1844 2.6762 0.0844
H -5.8589 -4.2878 3.0231 0.1379
H -4.0162 -4.9671 1.3040 0.1067
H -4.6592 -6.6188 1.3716 0.1288
H -2.8872 -7.6012 2.4163 0.0868
H -1.8015 -6.6254 3.5359 0.0972
H -1.9858 -6.2257 1.8006 0.0789
H -6.6182 -5.7792 0.5716 0.0561
H -6.4721 -4.1135 0.7689 0.0783
C 5.8529 -1.5534 -3.3110 -0.0354
C 5.0353 -2.4519 -2.2996 -0.4051
C 5.3230 -1.8964 -0.8252 -0.1813
O 4.9818 -0.5326 -0.8211 -0.2189
C 4.7763 -0.0323 0.4819 -0.0940
N 3.6960 -2.5967 -2.7478 0.0790
H 6.8270 -1.5298 -2.8646 0.0663
H 5.2451 -0.6532 -3.4842 0.0613
H 5.9406 -2.0710 -4.2788 0.0759
H 5.5275 -3.3994 -2.3003 0.0976
H 6.3450 -2.0679 -0.4792 0.1196
H 4.7784 -2.5409 -0.0577 0.1047
H 3.7934 -0.3167 0.9171 0.0799
H 4.8482 1.0768 0.4775 0.0820
H 5.5385 -0.3418 1.1731 0.0757
H 3.2613 -1.7426 -2.9322 0.0178
H 3.1799 -3.0797 -2.0066 0.0598
```

Properties
Gap between HOMO and LUMO   8.88 eV
LUMO energy   0.46 eV

Model B:
Density functional theory data (wB97M-V/def2-TZVPD) for 16 unconnected molecules or ions with the total composition C64H176N16O16.

The geometry in XYZ format:
```
272
Properties=species:S:1:pos:R:3:lowdin_charge:R:1
C -6.4718 1.5528 1.0813 -0.0247
C -6.3904 1.7635 2.6249 -0.4340
C -7.4313 1.0115 3.3171 -0.2447
O -8.6268 1.6620 2.9759 -0.1952
C -9.7906 1.0070 3.3946 -0.1109
N -5.0450 1.5041 3.1597 0.0660
H -5.5849 1.9812 0.6222 0.0499
H -7.3697 1.9762 0.6200 0.0787
H -6.3933 0.4683 0.8439 0.0693
H -6.7184 2.7663 2.8930 0.1344
H -7.2871 1.0562 4.4196 0.1393
H -7.5500 -0.0270 2.9538 0.1327
H -9.8696 -0.0355 3.1329 0.0777
H -10.6067 1.5649 2.9895 0.0827
H -9.7655 0.9631 4.4858 0.0865
H -5.0157 1.6311 4.1680 0.0407
H -4.3256 2.0213 2.6800 0.0092
C 2.3313 3.2218 0.7527 -0.0425
C 2.6305 4.4752 -0.0818 -0.3888
C 2.7282 4.0799 -1.5267 -0.2219
O 3.9276 3.3776 -1.7407 -0.2254
C 4.0452 2.8977 -3.0381 -0.1045
N 1.4861 5.4408 0.1012 0.0354
H 2.5591 3.3999 1.8349 0.0957
H 2.9031 2.3711 0.3432 0.0631
H 1.2968 2.9290 0.6288 0.0545
H 3.5423 4.9958 0.2761 0.1341
H 2.7365 5.0464 -2.0702 0.1304
H 1.8333 3.4647 -1.8495 0.1281
H 4.2255 3.7331 -3.7194 0.0966
H 3.1983 2.3222 -3.3738 0.0648
H 4.8683 2.1780 -2.9771 0.0902
H 1.8128 6.3523 -0.2434 0.0882
H 1.3301 5.5334 1.0958 0.0673
C 2.9735 0.4976 3.0879 -0.0535
C 3.8951 1.3387 3.9907 -0.3926
C 3.3912 1.0333 5.4243 -0.1813
O 2.0999 1.6828 5.5997 -0.2068
C 1.7860 1.7408 6.9786 -0.1403
N 5.3182 0.9234 3.9456 0.0583
H 3.1121 0.7037 2.0223 0.0385
H 1.9741 0.6856 3.3906 0.0478
H 3.2060 -0.5673 3.2738 0.0937
H 3.8413 2.4191 3.8250 0.1261
H 4.1267 1.4152 6.2057 0.1379
H 3.1595 -0.0571 5.4835 0.1322
H 1.7309 0.7370 7.4909 0.0920
H 0.8154 2.1999 7.1674 0.0633
H 2.4545 2.3639 7.5926 0.0848
H 5.8304 0.9201 3.1028 0.0156
H 5.7958 1.5630 4.5700 0.0679
C -1.9683 3.0969 6.1840 -0.0358
C -3.0380 2.3598 7.0543 -0.4273
C -3.8405 3.3588 7.9051 -0.1525
O -4.6914 2.5294 8.7832 -0.2086
C -5.8320 3.2010 9.2064 -0.1444
N -3.9999 1.5364 6.3766 0.0716
H -1.1896 3.5584 6.8247 0.0805
H -2.4153 3.8802 5.5598 0.0581
H -1.5299 2.4530 5.3927 0.0492
H -2.4725 1.7862 7.7776 0.1258
H -4.4661 3.9444 7.2220 0.1267
H -3.2188 4.0140 8.4669 0.1119
H -5.6127 4.1643 9.6900 0.0880
H -6.3163 2.5329 9.9336 0.0918
H -6.5435 3.3735 8.3923 0.0868
H -3.5081 0.6617 6.1958 0.0657
H -4.6913 1.2903 7.0499 0.0642
C -0.6819 -0.3929 -7.9058 -0.0513
C -1.8945 0.0661 -7.0486 -0.3978
C -1.7122 -0.2963 -5.5496 -0.2295
O -2.8964 -0.2596 -4.8457 -0.1875
C -3.7215 -1.4043 -4.8976 -0.0877
N -2.2270 1.4696 -7.3538 0.0462
H -0.4815 -1.4395 -7.5844 0.0774
H 0.2392 0.1645 -7.7721 0.0438
H -0.9510 -0.3793 -8.9342 0.0588
H -2.6992 -0.5324 -7.4605 0.1207
H -1.0847 0.4447 -5.0802 0.0942
H -1.2119 -1.2697 -5.5432 0.1126
H -4.3497 -1.3070 -4.0045 0.0924
H -3.0669 -2.2657 -4.7858 0.0644
H -4.3589 -1.4756 -5.8050 0.0925
H -1.6791 2.0674 -6.7195 0.0270
H -3.1679 1.6591 -7.0778 0.0499
C -1.1430 4.0649 2.6710 -0.0520
C -2.6219 4.2939 2.4542 -0.3872
C -2.9826 5.6008 1.8797 -0.2574
O -4.3561 5.7450 1.7123 -0.1708
C -4.6456 7.0220 1.2439 -0.1105
N -3.1738 3.2013 1.5899 0.0531
H -0.7241 4.6931 3.4564 0.0834
H -0.5207 4.1684 1.7843 0.0453
H -0.9399 3.0414 3.0314 0.0647
H -3.1438 4.2708 3.4336 0.1367
H -2.4473 5.7880 0.9383 0.1259
H -2.7085 6.4004 2.5646 0.1253
H -4.1450 7.8413 1.8043 0.1001
H -5.6843 7.1322 1.1796 0.0723
H -4.2249 7.0352 0.2272 0.0892
H -4.1246 3.4546 1.4776 0.0412
H -2.6785 3.2252 0.7093 0.0491
C -1.6666 -5.0518 -4.4015 -0.0437
C -2.1608 -6.3066 -5.1771 -0.4333
C -2.1325 -7.5063 -4.2257 -0.1817
O -0.8236 -7.6818 -3.6636 -0.2047
C 0.0807 -8.2758 -4.5356 -0.1397
N -3.4829 -6.2316 -5.8124 0.0418
H -1.6631 -4.2672 -5.1078 0.0427
H -0.6533 -5.1933 -4.0045 0.0723
H -2.3269 -4.9616 -3.5124 0.0817
H -1.4722 -6.4516 -6.0012 0.1193
H -2.3740 -8.4427 -4.7293 0.1226
H -2.8516 -7.3055 -3.4464 0.1214
H 0.0776 -7.9001 -5.5947 0.0914
H -0.0615 -9.3490 -4.6438 0.0833
H 1.1380 -8.0131 -4.2678 0.0932
H -4.2232 -5.9581 -5.1592 0.0793
H -3.4765 -5.5899 -6.5789 0.0584
C 1.5876 4.9893 -5.2874 -0.0401
C 0.9326 3.9816 -6.2661 -0.4380
C 1.8652 2.9172 -6.7120 -0.2040
O 2.0014 1.9278 -5.6758 -0.2153
C 2.7872 0.8052 -6.0940 -0.1074
N -0.2866 3.3946 -5.8358 0.0690
H 1.9912 4.6665 -4.3152 0.0474
H 0.8093 5.7362 -5.0573 0.0693
H 2.4086 5.5587 -5.7457 0.0773
H 0.7472 4.5501 -7.1972 0.1506
H 2.8668 3.3324 -6.9806 0.1359
H 1.4572 2.3754 -7.5971 0.1271
H 2.7295 0.0565 -5.3034 0.0686
H 3.7843 1.1207 -6.3481 0.0849
H 2.3693 0.3514 -7.0031 0.0768
H -0.9520 4.1342 -5.7007 0.0683
H -0.1922 2.9196 -4.9562 0.0626
C 6.8918 -4.2705 -3.3474 -0.0534
C 6.8405 -2.8553 -3.8513 -0.4220
C 5.5009 -2.3879 -4.3481 -0.2085
O 5.0638 -3.0394 -5.5622 -0.1639
C 3.7938 -2.5624 -5.8439 -0.1320
N 7.2738 -1.8177 -2.8182 0.0496
H 7.9422 -4.4504 -3.4290 0.0722
H 6.3752 -4.8800 -4.0566 0.0609
H 6.4556 -4.3639 -2.3344 0.0833
H 7.4703 -2.9176 -4.7586 0.1388
H 5.5030 -1.2747 -4.5114 0.1303
H 4.7234 -2.4531 -3.5531 0.1167
H 3.1454 -2.8122 -5.0142 0.0849
H 3.4008 -2.9845 -6.7632 0.0923
H 3.8451 -1.5017 -6.0807 0.0567
H 8.1970 -2.0837 -2.4931 0.0622
H 7.4319 -0.9184 -3.2604 0.0611
C -2.1180 2.8771 -2.7566 -0.0121
C -1.2253 4.0302 -2.2762 -0.4651
C -1.7741 5.3492 -2.5852 -0.2113
O -1.8611 5.4983 -3.9935 -0.2127
C -2.4392 6.6960 -4.3488 -0.1390
N -1.0144 3.9528 -0.8676 0.0669
H -2.1902 2.9141 -3.8615 0.0768
H -3.1585 2.9008 -2.3667 0.0975
H -1.6464 2.0088 -2.3275 0.0501
H -0.2622 3.9341 -2.7558 0.1147
H -1.1967 6.1717 -2.1293 0.1347
H -2.8180 5.3979 -2.2084 0.1363
H -2.2644 6.7358 -5.4243 0.0915
H -1.8837 7.5813 -3.9699 0.0915
H -3.4735 6.8148 -3.9802 0.0967
H -0.7904 2.9983 -0.5729 0.0511
H -0.2398 4.5088 -0.5101 0.0284
C -0.6584 -3.1849 8.1637 -0.0708
C -1.5060 -2.3430 7.2174 -0.4686
C -0.6898 -1.4647 6.2415 -0.1591
O -1.7651 -0.7380 5.6226 -0.2295
C -1.3412 -0.0972 4.3823 -0.0820
N -2.4442 -3.1795 6.5790 0.0462
H -1.1414 -3.2867 9.1342 0.0702
H 0.3180 -2.8275 8.4085 0.0541
H -0.5709 -4.2090 7.7297 0.0822
H -1.9701 -1.6297 7.9155 0.1396
H -0.2027 -2.0892 5.4929 0.0959
H 0.0830 -0.8257 6.7475 0.1251
H -0.7789 0.8147 4.5847 0.0585
H -2.1751 0.1767 3.7288 0.0803
H -0.6212 -0.7750 3.9328 0.0624
H -2.0652 -3.5832 5.7066 0.0629
H -3.3590 -2.7397 6.4168 0.0826
C 6.6367 3.8613 1.2857 -0.0562
C 7.0130 3.0443 0.0276 -0.4067
C 6.0783 1.8160 -0.1202 -0.2050
O 6.3013 0.9317 0.9330 -0.1956
C 5.6424 -0.2670 0.8131 -0.1348
N 6.8501 3.8242 -1.1843 0.0447
H 7.2345 4.7923 1.3316 0.0747
H 6.8949 3.3846 2.2360 0.0647
H 5.5694 4.1576 1.3347 0.0688
H 8.0205 2.6965 0.1367 0.1312
H 6.2544 1.4256 -1.1233 0.1189
H 5.0215 2.2152 -0.0482 0.1149
H 6.1461 -0.8865 0.0766 0.0840
H 4.5621 -0.1907 0.6355 0.0666
H 5.7955 -0.7734 1.7835 0.0948
H 7.5961 4.5181 -1.1756 0.0768
H 5.9596 4.3030 -1.1455 0.0568
C 3.4361 -3.9551 0.6339 -0.0728
C 3.7289 -4.1489 -0.8145 -0.4250
C 3.9518 -5.6038 -1.0714 -0.2175
O 4.3588 -5.7183 -2.4059 -0.2214
C 4.7585 -7.0097 -2.8579 -0.0785
N 2.5945 -3.6107 -1.5847 0.0732
H 3.2416 -2.8841 0.9119 0.0886
H 4.2983 -4.1340 1.3188 0.0923
H 2.7018 -4.6406 1.0662 0.0615
H 4.6128 -3.5754 -1.1301 0.1370
H 3.0824 -6.1895 -0.8958 0.1146
H 4.7306 -5.8798 -0.4157 0.1179
H 5.2904 -6.7987 -3.8088 0.0873
H 3.8991 -7.6917 -3.1262 0.0934
H 5.3734 -7.4283 -2.0765 0.0827
H 1.7754 -4.1506 -1.3541 0.0517
H 2.7893 -3.9060 -2.5440 0.0702
C -5.3201 -2.7102 1.5824 -0.0571
C -3.9989 -2.6597 2.3232 -0.4128
C -2.8712 -2.2699 1.3554 -0.2044
O -2.6729 -3.3449 0.4226 -0.1929
C -1.7049 -3.0444 -0.5582 -0.1115
N -4.1452 -1.8401 3.5732 0.0795
H -5.5579 -1.6785 1.2493 0.0689
H -6.1040 -3.0676 2.2984 0.0932
H -5.2267 -3.3885 0.7473 0.0692
H -3.7297 -3.6612 2.6385 0.1225
H -1.9040 -2.0185 1.8132 0.0979
H -3.1539 -1.3642 0.7988 0.1241
H -0.6063 -3.1137 -0.2530 0.0855
H -1.8564 -2.0370 -0.9443 0.0779
H -1.8176 -3.7870 -1.3839 0.0837
H -3.3283 -1.7912 4.1366 0.0102
H -4.3290 -0.8888 3.2681 0.0311
C 0.6942 -3.5369 2.9287 -0.0415
C -0.3653 -4.6229 2.8516 -0.4197
C -0.0216 -5.7963 1.9286 -0.1714
O 0.2890 -5.3090 0.6032 -0.2150
C 0.1171 -6.3406 -0.3475 -0.1072
N -0.7240 -5.1055 4.1777 0.0534
H 0.8277 -3.1200 1.9443 0.0546
H 1.6637 -3.9512 3.2055 0.0834
H 0.4141 -2.7106 3.5948 0.0496
H -1.2465 -4.1828 2.3820 0.1158
H -0.8817 -6.4657 1.8968 0.1234
H 0.8021 -6.3425 2.3299 0.1152
H -0.8651 -6.8160 -0.2825 0.0943
H 0.8389 -7.1228 -0.2253 0.0825
H 0.1241 -5.8740 -1.2949 0.0615
H -0.0921 -5.7990 4.5622 0.0799
H -1.5893 -5.6232 4.1008 0.0767
C 0.3759 -0.1675 -2.8341 -0.0197
C 1.4211 0.2793 -1.7782 -0.4176
C 0.8450 0.0999 -0.3811 -0.2114
O -0.2695 0.9336 -0.1589 -0.2143
C -0.8198 0.8927 1.1736 -0.0635
N 2.7277 -0.3542 -1.9009 0.0791
H 0.3696 -1.2636 -2.7157 0.0851
H 0.7107 0.1997 -3.8014 0.0605
H -0.5863 0.1404 -2.4699 0.0543
H 1.5466 1.3475 -1.8630 0.1040
H 1.5575 0.3024 0.3821 0.0834
H 0.5773 -0.9498 -0.1862 0.1198
H -1.2238 -0.0808 1.3927 0.0527
H -1.6360 1.6071 1.2180 0.0568
H -0.0508 1.1417 1.9205 0.0812
H 3.3680 0.0842 -1.2526 0.0424
H 2.6043 -1.3571 -1.6464 0.0474
```

Properties
Gap between HOMO and LUMO   8.76 eV
LUMO energy   0.47 eV

Question: of the structures shown, which is the most stable? Reply: model B.